No. 1
129
Properties=species:S:1:pos:R:3 method="wB97M-V/def2-TZVPD" smiles=COC[C@H](C)N.COC[C@H](C)N.COC[C@H](C)N.COC[C@H](C)N.COC[C@H](C)N.COC[C@H](C)N.COC[C@H](C)N.OCCO e_above_lowest_kj_mol=600.8 e_homo_ev=-8.30 lumo_ev=0.580 homo_lumo_gap_ev=8.879
H -26.9198 -6.3356 -8.1896
H -24.8419 -1.2614 3.1686
H -28.8784 -2.1191 -4.4744
O -23.6527 2.9572 -5.0580
H -28.1560 5.0150 -1.0382
O -26.0158 -1.5589 1.7099
C -28.5693 -1.2895 -5.0542
C -24.2851 -2.2512 -6.5103
H -26.3888 -6.2302 -3.6987
C -24.6165 0.2670 2.3020
H -24.4544 0.6304 -1.7476
H -24.5018 -5.5388 -7.9396
C -24.5341 -4.4349 -10.9411
H -26.8821 2.0427 3.4860
O -27.0920 3.3952 -0.4819
H -25.6445 2.8173 -5.5027
H -24.1138 -3.2800 -6.8627
H -27.6685 -5.2831 -6.1025
H -22.8628 0.3479 -1.7973
H -26.5679 1.0712 -7.8930
C -23.6915 1.0054 -3.7169
H -22.7655 -0.5227 -4.8279
H -26.5139 -1.5581 -3.3283
H -29.0583 -0.4848 -0.4793
C -23.7089 0.2105 -2.4156
H -27.8527 -5.4243 -2.1486
C -28.5804 0.5085 2.4343
C -27.4366 3.7533 -2.7264
H -28.6658 2.8726 5.8307
H -24.6641 4.0716 -6.3212
H -28.1335 -0.4278 2.8293
H -22.5557 2.8496 -3.3199
H -26.2922 0.0938 -2.8458
H -24.3541 2.9638 -2.9891
H -27.3451 1.0342 4.7467
H -26.7369 -4.7594 0.0907
H -26.4953 0.1064 -5.6044
H -27.8693 -1.8063 -5.6909
H -28.7434 4.9879 -3.8650
H -29.0248 0.6643 -1.7351
H -25.6928 -2.6763 -4.9864
N -26.9058 2.4406 -2.7730
H -23.7426 0.8685 1.9940
H -24.7120 -1.3338 -4.6537
N -25.2039 -5.8359 -7.2583
C -24.8651 3.5789 -5.4010
C -28.4289 -0.1004 -1.2737
C -28.0053 -0.1747 -4.2498
C -27.6668 1.8759 4.1360
H -25.2151 0.8613 -8.9121
H -28.4608 -4.6047 -7.5655
O -26.1609 -4.5953 -2.5405
H -27.0109 1.4386 -4.8240
H -25.1514 1.9753 -7.5006
H -28.8727 0.3688 -3.9766
C -27.7758 2.9969 5.1358
C -23.5521 2.5551 -3.6838
H -26.1943 -2.0685 0.9118
H -23.7694 -5.0252 -11.3431
C -28.0583 3.9775 -1.3538
H -29.4909 -1.0063 -5.5459
O -24.9722 0.0607 -6.9169
H -26.9326 -1.9787 -1.2173
H -27.6129 1.7777 -2.5754
C -28.3508 4.0427 -3.9470
N -22.6117 0.3767 -4.4274
H -27.7707 4.0201 -4.9305
H -25.1492 -6.8847 -7.2905
H -26.8702 3.1965 1.6138
N -27.2682 0.5700 -5.2568
H -29.0079 3.5194 -1.3068
H -27.0977 -3.8087 -6.5603
H -23.2511 -0.6327 -6.6300
C -27.4895 -4.6744 -7.0342
H -27.8076 0.8719 1.6948
H -24.1867 -3.4144 -10.7243
C -26.1654 -4.6194 -9.1604
C -26.0815 -5.1398 -3.8003
H -28.4821 -2.8784 1.0608
H -26.9652 4.7547 3.9974
C -27.4794 3.6128 0.8626
H -27.5402 4.7013 1.1034
H -24.5253 -0.9262 0.5314
H -25.2270 4.3165 -4.7293
H -24.6556 0.8646 -4.2890
C -26.4874 -5.4316 -7.8807
H -27.0583 -4.5514 -9.7997
N -26.5516 2.9546 5.9207
H -23.7633 -0.8914 -2.4442
H -25.2554 0.9499 2.8554
H -28.4630 3.1673 1.0121
O -25.0226 -5.1620 -9.7870
H -28.1204 -3.7946 -2.6385
C -28.5490 -3.4317 0.1177
O -27.8965 -1.1197 -2.0602
H -26.6177 2.0242 6.3149
H -29.5625 0.2529 2.0085
H -25.8733 -3.6449 -8.7540
H -22.3762 0.9892 -5.1939
H -25.1278 -5.1877 -4.3749
H -22.5113 -1.8245 -7.4775
H -25.8320 0.1031 0.4801
H -26.7819 3.4648 6.7995
H -29.2367 -4.3071 0.2364
H -26.7409 -4.5616 -4.3701
C -25.0579 -1.2537 -7.3833
H -26.5155 4.3851 -2.7216
H -29.1815 3.2941 -4.0716
H -26.1329 -1.5253 -7.4857
N -22.9755 -1.6163 -6.5835
H -28.6606 4.2572 3.6601
N -26.4112 -2.7487 -0.7461
H -25.2529 -4.3197 -11.7308
H -29.0255 -2.7761 -0.5668
C -24.7405 -2.2580 -5.1600
C -27.2204 -3.9477 -0.5642
O -28.7772 1.5859 3.2656
H -25.7179 -2.9938 -1.4613
H -27.6879 0.3732 -0.6974
H -24.6096 -1.2977 -8.4156
H -26.3595 2.4184 -1.9115
O -24.2021 -0.5606 3.1317
C -27.8959 4.4054 4.3838
C -27.0846 -0.6725 -3.1091
C -27.4619 -4.4449 -2.0051
H -28.2628 5.0496 5.1641
C -25.4866 1.0341 -7.8650
H -24.0106 -2.8715 -4.7072
C -25.2541 -0.5112 1.1465

---

No. 2
168
Properties=species:S:1:pos:R:3 method="wB97M-V/def2-TZVPD" smiles="COP(=O)(OC)OC.COP(=O)(OC)OC.COP(=O)(OC)OC.COP(=O)(OC)OC.COP(=O)(OC)OC.COP(=O)(OC)OC.COP(=O)(OC)OC.COP(=O)(OC)OC.COP(=O)(OC)OC.ClC(Cl)Cl.ClC(Cl)Cl.ClC(Cl)Cl" e_homo_ev=-10.37 lumo_ev=0.154 homo_lumo_gap_ev=10.520
H -6.2126 28.7858 -37.7657
O -3.3741 13.3114 -30.8261
H -12.0226 22.8668 -31.0050
C 2.0624 22.8666 -35.7231
H -11.3545 21.4244 -34.4166
C -6.6246 29.9640 -34.9467
O -9.3486 17.8256 -35.2252
H -7.7671 24.2756 -33.3963
C -3.9633 12.0918 -30.3870
O -0.6686 12.9331 -33.0945
C -1.6892 20.8559 -37.0542
H -4.3337 22.1832 -35.7702
H -1.5264 19.9061 -36.5446
H -13.0048 24.2923 -31.0867
C -10.4352 18.3183 -31.4808
P -11.0771 24.2088 -33.8994
O -10.9028 16.3375 -33.6460
H -11.4203 18.7739 -31.3800
C -2.6765 16.8859 -38.9560
C -8.6925 24.0788 -27.9356
H -5.1306 17.0590 -29.8283
H -3.5349 23.2683 -30.9074
H -8.6798 22.2509 -31.4035
H -2.4392 31.0429 -35.8667
H -1.7156 14.3948 -35.1654
P -6.3188 27.6128 -33.8351
O 0.8185 22.2604 -36.0987
P -3.1554 28.6340 -38.0065
H -2.7284 23.7163 -38.1105
O -9.9883 18.6540 -32.8163
P -4.3464 14.4920 -31.4405
P -9.6788 17.4389 -33.8391
Cl -2.4375 24.4641 -29.2537
O -6.1588 28.6225 -35.0946
H -7.9874 22.7567 -34.1659
O -3.3481 19.9735 -33.7454
H -4.8941 12.1999 -29.8301
O -0.7038 23.6857 -37.6028
H -11.4526 21.5303 -27.5441
H -4.3799 17.9985 -33.9825
O -10.4004 21.8845 -29.3729
C -8.3493 27.1656 -32.3282
H -6.3283 16.4714 -33.4455
C -5.7136 13.4903 -33.4334
O -12.2807 23.6708 -32.9169
C -10.9422 15.1607 -34.4431
Cl -3.2196 15.2154 -38.6486
O -11.1169 25.6709 -34.1310
Cl -0.8816 16.9234 -38.7627
H -3.6715 29.3210 -32.6168
H -1.4561 29.6435 -36.1836
H -4.2752 11.4691 -31.2255
H -1.7066 26.4415 -35.7258
H -4.8914 13.8619 -34.0449
O -2.2563 27.3532 -37.5001
O -11.2575 23.3631 -35.3159
H -4.1424 27.9927 -31.3465
O -0.5757 21.1024 -37.8245
H -2.6722 29.5119 -34.8925
P -8.9084 21.5664 -28.7734
H 2.3621 23.7408 -36.3012
C -4.3718 20.0381 -30.8714
H -4.6841 16.2806 -28.3380
O -4.5409 21.1258 -31.7146
H -4.8005 23.7125 -34.9919
H -7.8744 24.4839 -27.3402
H -11.4577 14.5266 -33.7217
H -3.1221 23.2824 -35.3318
H -3.4391 26.9190 -35.8737
H -0.4364 12.4182 -31.2265
O -4.5331 27.8852 -38.4329
C -4.1671 28.3837 -32.3637
O -5.6310 13.7654 -32.0852
O 0.3151 14.6957 -34.6533
O -3.6868 15.5126 -32.2687
H 0.1019 11.0301 -32.3163
Cl -6.1402 19.1544 -26.2605
O -5.7179 26.2739 -34.0601
H -1.5785 11.3603 -32.0296
C -5.6459 20.9050 -26.1089
C -2.4514 29.9530 -35.8646
H -2.4963 20.7259 -37.7752
O 1.3836 22.6698 -38.6292
C -4.0799 22.8948 -34.9846
H -11.5634 21.4841 -36.1724
H -9.1718 24.8544 -28.5329
Cl -3.5217 18.0971 -37.9360
C -11.6908 22.0455 -35.2468
H -5.2255 20.0904 -30.1957
C -4.4972 16.2758 -29.4118
H -3.4503 16.4270 -29.6752
O -8.4532 16.6237 -33.1497
O 1.9051 12.7055 -33.7560
H -2.7965 18.0840 -33.3595
P 0.3146 22.4143 -37.6530
O -5.0090 15.1274 -30.0235
C -0.6052 11.8395 -32.1347
H -6.3760 28.1926 -39.3508
Cl -5.1615 21.4569 -27.8219
C -3.4578 18.5721 -34.0754
H -11.2662 24.5630 -31.2889
H -12.7727 22.0414 -35.1144
O -4.0345 22.4401 -33.6484
H -7.2853 30.2667 -35.7591
O -8.1772 23.0303 -28.8197
H -1.8587 22.9153 -39.2712
H -5.4778 29.7524 -39.0534
H -1.2867 16.1038 -34.8145
H -4.3680 19.0885 -31.4065
H 0.3066 10.3352 -36.1543
H -9.9791 14.8548 -34.8518
C -2.5680 26.5151 -36.3896
H -0.7171 15.3678 -36.2389
C -1.7549 23.7664 -38.5982
H -3.1833 18.4078 -35.1174
H -7.1313 30.1996 -34.0109
H -1.6915 24.7253 -39.1126
H -7.0344 21.7962 -31.5709
H -1.9043 21.7177 -36.4226
H -9.8159 18.6364 -30.6421
H -6.6681 13.9162 -33.7425
O -5.5783 28.5038 -32.6032
C -0.9269 15.1468 -35.1924
H -3.7803 27.5682 -32.9748
H -1.2792 10.7964 -35.3559
H -7.0031 18.0602 -33.6250
H -8.1244 27.7336 -31.4255
H -9.3277 23.7460 -27.1148
H 0.2839 10.5578 -34.4801
P -4.6001 20.9395 -33.3266
C -12.0781 23.8560 -31.4594
C -11.4910 21.4203 -28.6278
O -7.8982 27.6889 -33.5678
H -8.2896 20.6909 -32.0408
C -0.1971 10.9235 -35.3873
H -9.4348 27.1654 -32.4282
H -7.8598 26.2027 -32.1822
O -2.5398 29.4227 -39.0893
O -8.8339 20.7594 -27.4997
H -8.4875 24.1494 -35.0469
O -5.9133 20.6176 -33.9450
H -2.8462 17.1020 -40.0108
O -9.6498 23.7167 -33.2505
H -3.4264 20.1280 -30.3364
O -8.2076 20.8054 -29.9838
H 2.9027 22.1807 -35.6157
H -6.8561 17.2692 -32.0292
Cl -2.7795 25.2240 -32.0388
H -12.3420 22.0168 -28.9565
H -5.7171 30.5605 -34.8525
H -5.8304 12.4066 -33.4435
O 0.0513 12.3316 -35.5347
C -8.4580 23.7318 -34.0405
C -3.4772 24.3368 -30.6999
C -8.0057 21.4052 -31.2679
C -5.6777 28.7360 -38.7142
H -6.4110 21.5650 -25.7000
P 0.5378 13.1448 -34.2003
H -11.6578 15.1621 -35.2654
Cl -5.1021 24.9103 -30.3560
H -11.7305 20.4000 -28.9275
C -7.1189 17.1251 -33.0772
H -10.6284 17.2776 -31.2204
H -2.7643 25.5048 -36.7483
H -3.2081 11.5608 -29.8073
O -3.4641 29.4252 -36.6090
H 1.8829 23.3143 -34.7457
Cl -4.1954 20.9112 -25.0926